# C62H110N18O10

A 18-piece molecular cluster, C62H110N18O10 overall (ωB97M-V/def2-TZVPD, the Open Molecules 2025 dataset).

The geometry in XYZ format:
```
200
Properties=species:S:1:pos:R:3:forces:R:3
C -3.345019 2.852834 3.403405 0.340 1.661 -0.470
O -2.548049 3.046752 2.487217 0.112 -1.258 0.238
N -4.152579 3.858489 3.789263 -1.539 -0.467 0.078
C -5.120821 3.649280 4.850896 -0.070 0.033 0.146
C -4.193499 5.139766 3.107103 2.021 0.445 -0.197
H -3.458525 1.967590 4.060665 0.290 -0.090 -0.513
H -5.078790 4.564423 5.472775 -0.532 -0.548 -0.101
H -4.768758 2.807834 5.453193 -0.155 0.071 0.108
H -6.156726 3.394293 4.486583 0.933 0.571 0.241
H -5.168702 5.605142 3.086025 -0.406 -0.301 0.194
H -3.505033 5.812374 3.714506 -0.684 -0.361 -1.076
H -3.832290 5.038132 2.043304 -0.223 0.081 1.291
C 1.318914 -3.846705 3.760158 1.840 0.176 -1.244
O 2.228218 -4.508541 3.231656 -0.317 -0.017 0.497
N 1.553440 -2.766543 4.517832 -2.324 0.577 -0.259
C 0.457212 -1.806344 4.822095 0.796 -0.990 0.527
C 2.877425 -2.332522 4.920070 -0.049 -0.524 -0.675
H 0.310955 -4.110147 3.444463 -0.610 0.397 0.649
H 0.704320 -0.903520 4.319102 0.500 1.182 -0.038
H 0.431394 -1.695188 5.914183 -0.267 0.320 -0.377
H -0.511677 -2.041310 4.398129 -0.110 -0.869 0.056
H 3.180891 -1.377220 4.446434 -0.230 -0.613 -0.062
H 2.851637 -2.166724 5.983307 0.219 -0.012 0.498
H 3.500116 -3.188568 4.636943 0.430 0.556 0.269
C -5.709464 -3.403821 2.431922 -1.527 -1.427 -1.920
O -6.476482 -3.546613 1.448729 1.748 0.611 1.825
N -4.694814 -4.227336 2.745066 1.537 -1.619 1.079
C -4.012532 -4.231299 4.068137 -0.997 0.608 0.320
C -4.421499 -5.408960 1.948326 -1.645 0.166 -1.477
H -5.847198 -2.647486 3.178040 -0.160 0.903 0.484
H -2.941387 -4.132257 4.021023 0.472 0.179 -0.692
H -4.151377 -5.135953 4.733138 -0.593 0.754 -1.074
H -4.376539 -3.329581 4.580043 0.120 -0.358 0.212
H -5.031478 -5.341618 1.030897 0.400 0.187 0.257
H -3.412370 -5.591314 1.663235 1.090 0.516 -0.011
H -4.766370 -6.323530 2.386166 -0.334 -0.462 0.907
C 2.721271 4.695035 1.757441 1.152 1.287 -1.593
O 3.825087 5.008394 1.292994 -1.130 -0.586 0.605
N 1.566294 4.723020 1.034136 -0.367 -0.946 2.197
C 0.331034 4.323857 1.735543 1.089 -1.155 0.259
C 1.473737 5.173856 -0.326474 0.284 -0.334 0.095
H 2.604213 4.479486 2.831307 -0.196 -0.314 -0.212
H -0.234702 3.555404 1.172740 0.441 0.256 0.466
H -0.332523 5.110302 1.945177 -0.957 1.525 -0.321
H 0.594446 4.007459 2.774851 -0.092 -0.351 -1.059
H 1.014471 6.151778 -0.309903 0.134 0.584 -0.343
H 2.486106 5.167537 -0.766725 -0.639 0.135 0.074
H 0.766364 4.527580 -0.846529 0.204 -0.156 -0.298
C -2.447370 -0.553519 -4.983471 0.763 -0.683 -3.404
O -1.520549 -0.925989 -4.317611 1.518 -0.849 1.134
N -2.594466 -0.858265 -6.326868 1.027 -0.153 0.658
C -3.653380 -0.328475 -7.175531 0.599 -0.318 1.494
C -1.647183 -1.713498 -7.049158 -0.190 -0.258 0.150
H -3.103653 0.145594 -4.577268 -1.991 1.256 0.424
H -3.527151 -0.685875 -8.176855 -0.217 -0.413 -0.356
H -3.533703 0.719143 -7.184137 -0.339 1.438 -0.219
H -4.562789 -0.621504 -6.698767 -1.083 0.009 -0.377
H -2.134222 -2.692937 -7.191226 0.296 0.266 -0.347
H -1.356537 -1.250647 -8.015011 -0.299 -0.281 0.506
H -0.737246 -1.897274 -6.493686 0.080 0.154 0.337
C 8.041561 0.965799 2.133727 0.034 -1.330 0.530
O 9.237682 1.071459 2.095889 1.321 0.699 -0.135
N 7.124038 1.904143 1.968048 -1.441 1.539 0.156
C 5.707231 1.574872 1.817817 -0.574 1.191 0.051
C 7.446546 3.330235 1.765784 0.615 -1.147 -0.388
H 7.621510 -0.012737 2.382340 -0.530 -0.323 -0.130
H 5.076695 2.294177 2.388299 0.517 -0.114 -0.598
H 5.393731 0.643080 2.224989 0.430 -1.097 0.423
H 5.374524 1.565794 0.762482 0.267 0.300 0.309
H 6.966551 3.576497 0.860541 -1.082 0.846 -0.902
H 7.172191 4.008421 2.569140 -0.196 -0.292 0.165
H 8.482366 3.456950 1.491601 0.540 -0.261 0.513
C -0.768275 -4.719960 -0.761149 -1.703 -2.013 -0.866
O -1.168160 -5.167123 0.298274 0.555 0.345 1.018
N 0.129202 -3.802733 -1.036034 -0.225 -0.297 -1.177
C 0.319525 -3.358558 -2.458439 3.244 1.533 3.112
C 0.950024 -3.281544 0.023137 -0.005 2.284 -1.576
H -1.234010 -5.171173 -1.654691 0.114 0.356 -0.424
H -0.444167 -3.528744 -3.129597 -2.118 -0.438 -0.797
H 1.240711 -3.799112 -2.905673 -0.433 0.316 0.474
H 0.469314 -2.262428 -2.251068 -0.046 -0.764 -1.170
H 0.832420 -2.161523 0.046091 0.065 -0.898 0.343
H 0.748996 -3.737500 0.948880 -0.518 -0.539 1.018
H 1.957170 -3.464160 -0.254406 1.219 -0.143 0.017
C -3.121074 -0.938113 1.673660 0.153 0.150 2.243
O -2.707142 -1.583187 2.668834 -0.570 0.699 -1.832
N -3.334669 -1.403704 0.441620 0.348 0.806 -0.361
C -3.505616 -0.450326 -0.655697 -2.467 0.387 -0.087
C -2.937540 -2.738912 0.079053 -0.448 -0.271 0.899
H -3.409801 0.145227 1.796184 0.332 -0.711 -0.192
H -2.623557 -0.284869 -1.290745 -0.108 -0.083 0.407
H -3.970680 0.492633 -0.272714 1.102 -0.436 -0.011
H -4.375933 -0.767225 -1.292011 1.020 -0.303 0.204
H -3.737643 -3.276491 -0.404494 -0.586 -0.208 0.117
H -2.185930 -2.655089 -0.652452 1.311 0.017 -0.817
H -2.576426 -3.278552 0.961600 -0.131 0.179 -0.369
C 2.337537 0.224964 1.187893 0.284 1.118 0.517
O 2.416582 0.166428 2.409404 -0.600 -0.604 -0.111
N 1.248420 0.468750 0.441168 -0.273 -0.644 -0.819
C 1.361297 0.896986 -0.935797 2.591 -1.096 -0.393
C -0.070311 0.420439 0.996556 0.339 -0.617 0.178
H 3.239369 0.240282 0.602337 0.717 -0.233 -0.646
H 0.679037 0.429178 -1.625010 -0.486 -0.728 0.031
H 2.421105 0.588903 -1.258988 -1.470 0.729 0.103
H 1.202146 1.948861 -1.087673 0.106 0.767 0.312
H 0.118136 0.139677 2.036409 -0.835 0.517 0.114
H -0.480403 1.383363 0.771930 -0.849 0.653 0.728
H -0.727778 -0.331332 0.520475 0.498 0.053 0.025
C 1.143088 1.457341 7.066722 0.732 -1.903 0.788
O 1.816052 0.418713 6.970262 -0.892 1.640 -0.090
N 0.945994 2.373565 6.093693 0.778 -1.267 1.128
C 0.231880 3.548257 6.428915 -0.020 1.066 0.551
C 1.779398 2.355523 4.930281 -2.066 -0.089 -2.208
H 0.627608 1.680548 8.048213 0.175 -0.009 -0.906
H -0.410444 3.896496 5.627575 -0.185 -0.127 -0.260
H 0.949440 4.357735 6.653047 -0.379 -0.017 0.087
H -0.386071 3.324821 7.308209 0.124 0.339 -0.246
H 1.033464 2.318133 4.061390 1.338 -0.069 0.673
H 2.343077 3.262249 4.819849 0.374 0.625 0.181
H 2.438671 1.507975 4.858063 -0.027 -0.375 0.284
N 0.936139 -1.236425 -10.415576 -0.409 -1.665 -1.229
C 1.903281 -1.683612 -9.553525 0.564 -0.236 -0.737
C 2.326870 -0.637564 -8.798003 -0.563 0.074 0.485
C 1.523823 0.480154 -9.185032 1.017 0.350 0.876
C 0.720618 0.087139 -10.185010 -1.533 0.984 -1.728
H 0.534542 -1.855150 -11.149906 0.426 1.225 0.982
H 2.414577 -2.620064 -9.718134 -0.448 -0.223 0.217
H 3.054913 -0.762274 -8.017458 0.174 0.433 0.056
H 1.552848 1.492652 -8.844597 0.222 0.218 0.325
H 0.084786 0.759935 -10.819769 0.519 -1.215 0.754
N 0.662966 1.286716 -5.390127 -0.554 -1.024 0.729
C 0.340120 2.119633 -6.414297 -1.213 -1.838 -0.656
C 0.926268 3.297065 -6.240356 0.929 2.210 0.675
C 1.618064 3.218800 -4.992673 0.970 0.259 -0.121
C 1.453110 1.950538 -4.498156 0.194 0.668 0.267
H 0.140105 0.429754 -5.191791 0.530 0.316 -0.071
H -0.263087 1.717199 -7.194325 -0.332 0.049 -0.460
H 0.903894 4.180727 -6.868757 -0.078 -0.343 -0.035
H 2.306206 3.976208 -4.623992 -0.358 -0.217 0.141
H 1.861217 1.524294 -3.589370 -0.227 -0.164 -0.285
N 3.309877 -4.523969 -4.544700 -0.737 -1.151 -0.702
C 2.303603 -5.236795 -5.216870 0.968 0.695 1.478
C 1.915835 -6.293373 -4.433609 -0.528 0.098 -0.710
C 2.752768 -6.266276 -3.291911 -0.667 0.198 -0.719
C 3.598152 -5.210459 -3.382218 0.259 0.456 0.016
H 3.604859 -3.619047 -4.898239 0.423 -0.465 0.586
H 2.030096 -4.861541 -6.160167 -0.655 0.153 -0.900
H 1.077410 -6.972143 -4.650955 0.740 0.338 0.137
H 2.649249 -6.906359 -2.475118 0.194 -0.962 1.084
H 4.397276 -5.017058 -2.683862 0.001 0.588 -0.235
N -1.404253 3.637788 -3.485002 -0.049 1.147 -0.013
C -1.640546 2.615605 -2.575828 0.612 0.353 -1.926
C -2.107876 3.173386 -1.436414 -0.870 0.510 1.319
C -2.194524 4.600791 -1.637551 1.022 -0.903 -0.919
C -1.711161 4.888419 -2.905616 -0.449 -2.301 0.478
H -0.997677 3.521978 -4.424328 -0.254 0.019 0.893
H -1.435613 1.608498 -2.940884 -0.142 0.178 0.553
H -2.451172 2.656858 -0.523677 0.386 0.303 -0.629
H -2.442398 5.296186 -0.880984 -0.396 0.609 0.452
H -1.669324 5.815935 -3.446227 0.220 -0.027 -0.104
N 4.738592 -1.430170 -1.641630 0.866 -1.508 2.016
C 3.673622 -2.052906 -2.264518 1.015 0.050 0.745
C 3.323469 -1.259232 -3.300861 0.552 0.001 0.133
C 4.209781 -0.179909 -3.337823 0.200 2.327 -1.363
C 5.075315 -0.276575 -2.295486 -1.041 -1.199 0.116
H 5.235012 -1.831191 -0.792359 -0.882 0.707 -1.435
H 3.319520 -3.060690 -2.072887 0.234 0.443 0.516
H 2.562479 -1.532488 -3.940092 -1.496 -0.138 -1.489
H 4.256691 0.680540 -4.030924 -0.324 -0.800 0.351
H 5.818632 0.404493 -1.988442 0.759 0.317 0.432
N -3.116606 -0.415085 5.299390 1.800 1.032 2.112
C -2.227103 0.324691 6.094418 -1.136 0.093 0.005
C -2.936838 0.794101 7.202331 0.591 -0.419 -0.656
C -4.267210 0.317826 7.090530 1.138 -1.167 -0.926
C -4.280190 -0.496587 5.994430 -1.979 0.108 -1.564
H -2.684126 -1.042582 4.650658 -0.709 -0.339 -0.980
H -1.209140 0.446510 5.730614 -0.219 0.033 0.447
H -2.544432 1.270868 8.071744 0.341 0.549 0.120
H -5.122981 0.333457 7.698313 -0.615 0.598 1.019
H -5.199151 -0.876672 5.524569 0.705 -0.268 0.274
N 4.297184 -3.657269 1.524003 1.552 2.505 -0.035
C 5.075734 -4.471193 0.810351 1.169 -2.441 -1.116
C 6.307093 -3.880227 0.485855 -1.594 0.841 0.644
C 6.240543 -2.537844 1.060429 -1.376 -1.746 -0.689
C 4.981618 -2.435560 1.656339 0.462 -1.451 0.295
H 3.479639 -3.877330 2.077327 -0.298 -0.415 0.100
H 4.745303 -5.518884 0.584847 0.352 1.258 0.249
H 7.099697 -4.333168 -0.102919 -0.248 0.200 0.191
H 6.960491 -1.772485 0.877314 0.349 0.385 0.390
H 4.625462 -1.794821 2.427013 -0.285 0.882 -0.006
N -7.629943 3.925483 1.717226 0.633 -0.925 -1.361
C -6.848615 4.446465 0.755041 2.190 0.411 -0.560
C -6.030577 3.418306 0.238880 0.040 1.196 -0.257
C -6.487873 2.189016 0.817732 -0.638 0.441 0.812
C -7.480393 2.577776 1.708033 -0.326 -0.854 0.294
H -8.319389 4.443728 2.168977 -1.228 0.532 0.840
H -6.813513 5.541239 0.640096 0.168 -0.820 -0.164
H -5.146530 3.642226 -0.404414 -1.073 -0.550 0.423
H -6.233297 1.120170 0.694944 0.107 1.045 -0.201
H -8.212574 2.024113 2.263137 0.195 -0.510 0.209
```
Positions in Å, forces in eV/Å.

## Properties
2S+1: 1
Total charge: 0
Lowest unoccupied orbital energy (hartree): 0.0081
Orbital gap (eV): 8.35

# C24H27N3O5

C24H27N3O5 in the gas phase (ωB97M-V/def2-TZVPD, the Open Molecules 2025 dataset).

The geometry in XYZ format:
```
59
Properties=species:S:1:pos:R:3:forces:R:3
C 2.267116 2.237667 1.718678 0.237 0.036 -0.366
C 3.116923 2.879648 0.626754 -0.204 0.190 0.348
O 3.734247 1.928951 -0.220052 0.120 -0.181 -0.097
C 3.039316 1.364819 -1.239089 0.036 -0.207 -0.239
C 1.692748 1.572671 -1.515512 -0.005 0.177 0.112
C 1.111863 0.960560 -2.620814 0.247 0.119 -0.302
C 1.859932 0.143950 -3.456116 -0.204 0.082 0.018
C 3.192268 -0.088854 -3.157572 -0.013 0.030 0.034
C 3.777295 0.509718 -2.063069 -0.039 0.174 0.204
H 4.816209 0.347217 -1.824237 0.136 -0.016 0.026
H 3.777191 -0.738625 -3.789987 0.069 -0.069 -0.051
H 1.397030 -0.318445 -4.313094 -0.062 -0.068 -0.100
C -0.327646 1.149960 -2.904028 -0.388 -0.158 0.336
C -1.304827 0.616094 -2.116293 -0.138 0.209 -0.164
C -2.683842 0.635885 -2.532577 0.613 0.471 -0.329
O -3.138282 1.249038 -3.491825 -0.197 -0.193 0.127
C -3.428970 -0.297745 -1.595864 -0.509 -0.312 0.151
O -4.606583 -0.578279 -1.591847 -0.091 0.135 -0.103
N -2.495826 -0.801326 -0.750774 0.144 0.100 -0.017
C -2.836077 -1.717852 0.304896 -0.355 0.020 0.328
H -2.014642 -2.425672 0.436815 -0.058 -0.010 -0.039
C -3.167335 -0.992906 1.613765 0.041 -0.153 -0.235
N -2.005756 -0.353453 2.212739 -0.068 0.040 0.069
C -1.168844 -1.304176 2.930553 0.285 0.173 0.084
H -0.833499 -2.083925 2.244359 0.025 -0.051 0.041
H -1.727610 -1.777544 3.757312 0.011 -0.016 -0.058
C 0.051369 -0.584111 3.503597 -0.043 -0.369 -0.157
H 0.654340 -1.269465 4.101441 -0.005 0.006 -0.096
O -0.317653 0.469394 4.358682 0.013 -0.017 0.178
C -1.142684 1.387424 3.682178 -0.378 0.141 -0.092
H -1.411099 2.153554 4.411078 -0.002 0.008 -0.094
C -2.395422 0.712982 3.125426 0.315 0.153 0.096
H -2.989747 1.447766 2.578265 -0.022 -0.002 0.045
H -2.996574 0.323262 3.964642 -0.019 0.033 -0.029
H -0.584335 1.851521 2.855056 -0.052 0.000 0.038
H 0.662256 -0.191873 2.676658 -0.008 -0.048 0.027
H -3.902969 -0.218825 1.383185 -0.032 -0.064 0.033
H -3.635298 -1.710533 2.307981 -0.031 0.054 0.015
H -3.729171 -2.257789 -0.021426 0.145 -0.042 0.034
C -1.157495 -0.263344 -0.901410 0.557 0.182 -0.077
C -0.125386 -1.341472 -1.121451 0.140 -0.267 0.224
C -0.281809 -2.275314 -2.142536 -0.118 0.284 0.256
N 0.610710 -3.204047 -2.423696 -0.135 -0.372 -0.467
C 1.715293 -3.253677 -1.699209 0.300 0.033 0.275
C 1.970262 -2.389415 -0.645686 -0.040 -0.038 -0.067
C 1.027791 -1.418734 -0.352815 -0.217 -0.118 -0.123
H 1.188856 -0.724865 0.459242 0.000 0.131 0.090
H 2.879924 -2.469390 -0.071907 0.115 -0.025 0.034
H 2.420438 -4.025461 -1.976441 0.134 -0.046 0.050
H -1.170127 -2.271229 -2.761801 -0.140 0.075 -0.042
H -0.898636 0.306903 0.003073 0.001 -0.121 -0.164
O -0.620933 1.813419 -4.007995 0.000 0.011 -0.199
H -1.609325 1.811910 -4.132034 0.141 -0.077 0.208
H 1.081869 2.220703 -0.907240 -0.040 0.067 0.133
H 3.952619 3.417590 1.082888 -0.147 0.000 -0.106
H 2.526270 3.592434 0.038823 0.103 -0.040 0.011
H 1.416746 1.712461 1.289608 -0.118 -0.057 0.026
H 1.901459 3.003547 2.397284 -0.078 0.067 0.087
H 2.866060 1.527305 2.283419 0.027 -0.065 0.078
```
Positions in Å, forces in eV/Å.

## Properties
2S+1: 1
Total charge: 0
Lowest unoccupied orbital energy (hartree): -0.0111
SMILES: CCOc1cccc(/C(O)=C2/C(=O)C(=O)N(CCN3CCOCC3)[C@H]2c2cccnc2)c1
Orbital gap (eV): 8.63